78
Properties=species:S:1:pos:R:3:mulliken_charge:R:1 method="wB97M-V/def2-TZVPD" homo_ev=-7.09 gap_ha=0.2762 total_energy_ev=-88302.6648 lumo_energy_ha=0.016 de_lowest_kcal_mol=8.1
Cd 0.36 1.16 0.02 2.2389
C 1.20 0.78 4.06 -0.9132
O 0.76 1.82 3.21 -0.2131
C 1.41 3.04 3.50 -0.6173
C 1.03 4.09 2.48 -0.8671
O 1.45 3.76 1.17 -0.1554
C 2.80 4.03 0.88 -0.5402
C 3.19 3.15 -0.29 -0.9540
O 3.03 1.77 -0.03 0.0867
C 4.02 1.24 0.84 -0.6492
H 1.01 1.02 5.11 0.3143
H 0.67 -0.13 3.78 0.2718
H 2.28 0.60 3.93 0.3268
H 1.11 3.39 4.50 0.4943
H 2.49 2.88 3.52 0.3167
H -0.05 4.19 2.45 0.3347
H 1.45 5.05 2.80 0.4079
H 2.94 5.08 0.62 0.3149
H 3.44 3.82 1.75 0.4213
H 2.54 3.38 -1.14 0.2393
H 4.23 3.37 -0.59 0.4301
H 5.01 1.36 0.39 0.2885
H 4.02 1.74 1.82 0.1906
H 3.80 0.19 0.97 0.1801
F -5.70 1.23 -2.87 -0.4131
C -4.55 1.63 -2.27 0.4104
C -3.38 1.63 -2.99 -0.7874
C -2.21 2.04 -2.36 -0.2438
C -2.21 2.47 -1.03 0.0818
C -0.95 2.88 -0.35 -1.8990
C -3.42 2.46 -0.34 -0.0257
C -4.60 2.04 -0.95 -0.5647
H -3.38 1.30 -4.02 0.4368
H -1.28 2.01 -2.91 0.3249
H -1.16 3.38 0.60 0.4017
H -0.36 3.57 -0.97 0.6689
H -3.45 2.78 0.69 0.3048
H -5.54 2.03 -0.42 0.4331
C -5.88 -2.05 -0.81 -1.1220
C -4.43 -2.52 -0.62 -0.4814
C -3.59 -1.55 0.13 0.4103
N -2.53 -0.99 -0.34 -0.4710
N -1.91 -0.16 0.56 0.1682
C -2.52 -0.10 1.70 0.3107
N -2.13 0.75 2.70 -0.3206
S -3.94 -1.09 1.78 -0.3485
H -6.45 -2.80 -1.36 0.4009
H -5.91 -1.12 -1.36 0.2033
H -6.37 -1.90 0.15 0.3326
H -3.94 -2.66 -1.59 0.1764
H -4.42 -3.49 -0.11 0.3202
H -1.23 1.18 2.59 -0.0996
H -2.37 0.48 3.65 0.3270
C -0.73 -3.41 -2.06 -1.1389
C 0.18 -3.87 -0.94 0.5826
C -0.51 -3.89 0.41 -0.9777
O 1.43 -3.13 -0.90 -0.2368
P 1.75 -1.59 -0.64 0.6455
S 1.31 -1.00 1.22 -0.6970
S 0.98 -0.41 -2.04 -0.5907
O 3.34 -1.66 -0.67 -0.4055
C 4.23 -2.32 -1.61 0.5084
C 4.41 -3.78 -1.24 -1.3133
C 3.84 -2.13 -3.06 -1.3665
H -1.53 -4.15 -2.18 0.4837
H -0.18 -3.35 -3.00 0.2939
H -1.17 -2.44 -1.85 0.0871
H 0.53 -4.88 -1.16 0.1534
H -0.84 -2.89 0.69 -0.0513
H 0.17 -4.25 1.19 0.3063
H -1.38 -4.54 0.36 0.4788
H 5.18 -1.80 -1.43 0.3370
H 3.52 -4.36 -1.48 0.1877
H 4.62 -3.89 -0.17 0.3396
H 5.26 -4.19 -1.80 0.4566
H 2.92 -2.67 -3.29 0.2484
H 4.63 -2.52 -3.69 0.4728
H 3.68 -1.08 -3.29 0.3134